{"formula": "CHN3O4S2", "method": "ωB97M-V/def2-TZVPD", "elements": ["C", "N", "N", "N", "O", "O", "O", "O", "S", "S", "H"], "xyz": [[1.52, 0.29, -0.41], [-0.62, -0.21, 0.04], [-0.82, -0.64, 1.31], [-1.44, -0.15, -1.05], [-1.61, -1.48, 1.52], [-0.87, 0.11, -2.04], [-0.01, -0.13, 2.05], [-2.60, -0.32, -0.97], [2.21, -0.66, -1.41], [1.52, 1.50, 0.66], [2.74, 1.68, 0.30]], "nbo_charge": [-0.27, -0.37, 0.64, 0.65, -0.34, -0.41, -0.45, -0.37, 0.40, 0.42, 0.12], "gap_ha": 0.3148}

=====

{"formula": "C7H8BrO4S", "method": "ωB97M-V/def2-TZVPD", "elements": ["C", "C", "C", "C", "C", "C", "C", "O", "O", "O", "O", "S", "Br", "H", "H", "H", "H", "H", "H", "H", "H"], "xyz": [[0.03, 0.23, -1.71], [1.30, 0.20, -1.19], [-1.03, 1.03, -1.05], [0.27, 1.06, 0.82], [1.55, 0.57, 0.22], [-1.99, 0.30, -0.35], [1.90, -0.69, 1.08], [-1.19, -1.60, 1.42], [-1.28, 2.23, -1.28], [-3.23, -1.93, 0.21], [-1.18, -1.89, -1.03], [-1.87, -1.40, 0.15], [-3.33, 1.20, 0.58], [0.05, -0.09, -2.76], [2.02, -0.32, -1.74], [-0.11, 0.35, 1.63], [0.05, 2.18, 0.84], [2.37, 1.34, 0.54], [2.36, -0.34, 1.97], [2.45, -1.25, 0.37], [0.87, -1.19, 1.29]], "nbo_charge": [-0.17, -0.20, 0.29, -0.19, -0.36, -0.32, -0.62, -1.00, -0.66, -1.00, -1.00, 2.37, 0.12, 0.23, 0.19, 0.24, 0.21, 0.21, 0.19, 0.20, 0.27], "gap_ha": [0.2602, 0.2857], "charge": -1}

=====

{"formula": "C2H2N3OS", "method": "ωB97M-V/def2-TZVPD", "elements": ["C", "C", "N", "N", "N", "O", "S", "H", "H"], "xyz": [[1.00, -0.66, 0.22], [-0.30, 1.15, -0.72], [0.00, -1.41, 0.15], [-1.09, -1.33, -0.30], [0.79, 0.71, -0.32], [-1.74, 0.70, 1.08], [-1.98, 0.32, -0.28], [1.90, -1.02, 0.64], [1.43, 1.53, -0.47]], "nbo_charge": [0.09, 0.21, 0.02, -0.17, -0.58, -0.79, 1.43, 0.27, 0.52], "gap_ha": [0.2697, 0.2710], "charge": 1, "smiles": "O=S1#C[NH+]=CN=N1"}

=====

{"formula": "C10H12N2S2", "method": "ωB97M-V/def2-TZVPD", "elements": ["C", "C", "C", "C", "C", "C", "C", "C", "C", "C", "H", "H", "H", "H", "H", "H", "H", "H", "H", "H", "H", "H", "N", "N", "S", "S"], "xyz": [[-2.50, -0.85, -3.88], [-1.66, 0.14, -3.64], [-1.77, 1.02, -2.39], [-0.38, 1.94, -0.15], [1.69, 0.98, 0.82], [1.40, -0.30, 1.64], [2.42, -1.19, 1.88], [2.13, -2.32, 2.60], [0.00, -1.73, 2.87], [0.19, -0.53, 2.19], [-3.26, -1.12, -3.18], [-2.51, -1.45, -4.78], [-0.81, 0.33, -4.26], [-2.66, 0.81, -1.76], [-1.81, 2.13, -2.61], [0.50, 2.65, 1.47], [2.04, 0.77, -0.19], [2.59, 1.48, 1.22], [3.39, -0.95, 1.51], [2.99, -3.04, 2.73], [-1.00, -1.89, 3.32], [-0.65, 0.13, 2.09], [0.65, 1.92, 0.76], [0.95, -2.62, 3.10], [-0.32, 0.65, -1.34], [-1.61, 3.08, -0.03]], "nbo_charge": [-0.36, -0.21, -0.55, -0.07, -0.26, 0.02, -0.27, 0.05, 0.06, -0.28, 0.19, 0.20, 0.21, 0.24, 0.26, 0.42, 0.23, 0.23, 0.21, 0.19, 0.19, 0.23, -0.60, -0.42, 0.28, -0.19], "gap_ha": 0.3353, "smiles": "C=CCSC(=S)NCc1ccncc1"}

=====

{"formula": "C3H5NO2", "method": "ωB97M-V/def2-TZVPD", "elements": ["C", "N", "C", "C", "O", "O", "H", "H", "H", "H", "H"], "xyz": [[0.30, -1.58, -0.11], [-0.22, -0.63, 0.70], [0.15, 0.77, 0.54], [-0.25, 1.27, -0.84], [-1.40, 1.46, -1.13], [1.08, -1.32, -1.01], [0.00, -2.61, 0.14], [-0.98, -0.81, 1.33], [1.21, 0.89, 0.76], [-0.39, 1.34, 1.29], [0.50, 1.23, -1.65]], "nbo_charge": [0.52, -0.60, -0.33, 0.42, -0.51, -0.61, 0.13, 0.41, 0.21, 0.22, 0.14], "gap_ha": 0.3863, "smiles": "O=CCNC=O"}